Version a
Molecular formula: C13H33CuN2O5
Method: DFT, ωB97M-V with the def2-TZVPD basis set

Output
Gap between HOMO and LUMO (eV): 6.8
E_LUMO (eV): 0.549

The geometry in XYZ format:
```
54
C13H33CuN2O5 | the OMol25 dataset | ωB97M-V with the def2-TZVPD basis set
H 0.8715 1.2335 -0.2664
C -0.0887 4.4382 -1.2766
H -1.2653 1.6898 1.5815
H -1.8864 -3.7688 1.9210
H 2.0870 -3.1398 0.1705
H 0.3003 -4.5097 1.0993
H 0.1182 2.6828 4.5794
H -5.0010 -0.3642 -0.6571
O -0.4261 -2.6199 0.8153
C 1.3370 -3.4667 -0.5548
O 0.6412 3.4218 -0.5930
H -0.6326 -4.3318 -0.3577
C 0.1340 0.9477 -3.5841
C 1.1920 0.3420 1.4910
H 2.6776 0.0020 -3.1947
Cu -0.6780 -0.9063 -0.9984
C -0.6633 1.8768 0.6994
C 0.1343 3.2043 0.7171
H 0.3232 4.4144 -2.2855
C -1.7155 -2.8434 1.3661
H 0.5712 -2.9165 -2.3818
H 0.9541 1.5018 -4.0490
O 0.7178 0.1683 -2.5548
H 0.0980 5.4112 -0.8203
H -1.1628 4.2623 -1.3660
H -2.4957 -2.7324 0.6076
H -1.9067 -2.0222 2.0588
C 1.8052 -0.6332 -3.0129
H 1.4562 2.3578 3.3934
C 0.1112 -3.8259 0.2679
C 0.5054 -0.0498 2.8198
H -3.8783 0.3084 0.4512
H -1.3721 2.0456 -0.1148
H 1.5175 -1.0950 -3.9619
H 2.9287 -2.2760 -2.3615
H -0.1812 -0.8727 2.6382
H 0.9054 3.1780 1.4840
H 1.6486 -0.5959 1.1663
H -0.6028 1.6456 -3.1898
N 0.2738 0.7664 0.4136
C 2.1418 -1.6366 -1.9375
H -0.5691 3.9900 1.0102
O -2.9209 -0.7074 -1.0758
H 1.8443 -4.3123 -1.0337
H 2.5136 -1.1960 -1.0140
H -0.4296 0.3752 -4.3263
H 1.3288 1.4777 4.9216
H 1.9654 1.0956 1.6628
N 1.0026 -2.4877 -1.5738
H -4.1742 -1.4573 0.3709
H 1.3034 -0.4572 3.4587
C 0.7502 1.9327 4.1069
C -3.9957 -0.5494 -0.2363
O -0.1135 1.0040 3.5064
```

Here are the Mulliken charges for atoms 1 to 4, given in e:
1 H 0.114
2 C -0.829
3 H 0.542
4 H 0.394

Version b
Molecular formula: C13H33CuN2O5
Method: DFT, ωB97M-V with the def2-TZVPD basis set

Output
Gap between HOMO and LUMO (eV): 7.3
E_LUMO (eV): 0.610

The geometry in XYZ format:
```
54
C13H33CuN2O5 | the OMol25 dataset | ωB97M-V with the def2-TZVPD basis set
H 2.6910 -0.4297 6.9209
H 3.7978 -4.9227 4.3267
H 5.5795 -3.5045 3.4803
C 4.1822 -7.2280 3.3079
H 1.8837 -6.6297 9.5878
H 5.9822 -6.1109 3.1154
C 2.9153 -7.5132 7.1150
O 5.6437 -3.5357 6.9074
C 2.3203 -1.4231 6.6385
H 2.9603 -8.5820 7.3376
N 2.4693 -4.7144 8.9526
O 2.0576 -4.5347 4.8269
H 1.5988 -2.2078 9.1690
O 2.8160 -2.4712 7.4260
H 7.4794 -4.2848 6.2936
H 4.2900 -10.0068 1.6201
H 3.3934 -7.4510 4.0357
H 4.8876 -6.1160 9.3382
H 2.8636 -9.3624 2.5207
H 1.2336 -1.2876 6.7209
Cu 3.3802 -4.6945 6.7156
C 3.9896 -6.6938 9.1134
C 5.5347 -3.0382 5.5657
H 1.3000 -4.4061 2.8629
H 2.8559 -5.8108 10.7289
H 2.5109 -1.6421 5.5907
H 6.1867 -2.1682 5.4298
H 1.4672 -4.5895 9.0154
H 3.6614 -6.6599 2.5262
H 4.4990 -2.6944 5.5681
C 3.7965 -9.1176 2.0120
C 1.0660 -4.2380 3.9265
O 3.9659 -6.7408 7.6954
H 6.5738 -5.3638 7.3862
C 2.6350 -2.2926 8.8348
H 5.8609 -6.8909 4.6378
H 7.3332 -3.9205 8.0138
H 3.6085 -8.5201 1.1115
H 0.0834 -4.6893 4.1540
C 6.8041 -4.3238 7.1457
C 5.7235 -4.0392 4.4228
H 4.0784 -7.6598 9.6174
H 2.9891 -3.5821 10.5855
H 3.2319 -1.4165 9.0878
H 4.2649 -3.6253 9.3116
C 3.1966 -3.5569 9.5102
H 6.7144 -4.4880 4.4596
O 4.7380 -8.4284 2.8089
N 4.7719 -5.1515 4.5899
H 0.7728 -3.1647 3.9432
C 2.7580 -5.9779 9.6462
C 5.2530 -6.3530 3.8990
H 1.8928 -7.1591 7.2658
H 3.1281 -7.3566 6.0560
```

Here are the Mulliken charges for atoms 1 to 4, given in e:
1 H 0.389
2 H 0.116
3 H 0.373
4 C -0.364

Which of them is least stable? Easy: version a.

Version a
Molecular formula: C3H5NO2S2
Method: DFT, ωB97M-V with the def2-TZVPD basis set

Output
Gap between HOMO and LUMO (eV): 9.0
E_LUMO (eV): -0.042

The geometry in XYZ format:
```
13
C3H5NO2S2 | the OMol25 dataset | ωB97M-V with the def2-TZVPD basis set
H -2.7008 -1.2625 -0.5022
O -2.9710 -0.3898 -0.2129
S 2.2905 -0.2697 -0.5308
C 1.1269 1.2664 -0.1625
H 0.6714 -0.2648 1.4250
O -0.1033 1.2469 -0.8046
H 1.5626 2.1939 -0.3204
H 0.9097 1.5633 0.8345
S -0.2642 -1.4868 -0.7354
C 1.0848 -1.2103 0.4685
N -2.0890 0.6442 -0.1311
C -0.8559 0.2866 -0.3395
H 1.3382 -2.3175 1.0114
```

Here are the Mulliken charges for atoms 1 to 4, given in e:
1 H 0.317
2 O -0.322
3 S -0.035
4 C -0.773

Version b
Molecular formula: C3H5NO2S2
Method: DFT, ωB97M-V with the def2-TZVPD basis set

Output
Gap between HOMO and LUMO (eV): 8.8
E_LUMO (eV): -0.086
SMILES: O=CCSC(=S)NO

The geometry in XYZ format:
```
13
C3H5NO2S2 | the OMol25 dataset | ωB97M-V with the def2-TZVPD basis set
H 2.8507 -0.5428 -0.9622
H 0.9646 -0.3510 1.4221
C 2.0170 -0.0511 -0.4293
O 1.7037 1.1004 -0.6575
H -2.7989 1.4665 -0.1076
S -3.0505 -0.8057 -0.3542
C 1.2436 -0.9257 0.5395
N -1.0483 0.8630 0.0526
C -1.4559 -0.3859 -0.1550
S -0.2279 -1.6721 -0.2388
H 1.8552 -1.7721 0.8620
O -1.9515 1.8888 0.1110
H -0.1017 1.1876 -0.0826
```

Here are the Mulliken charges for atoms 1 to 4, given in e:
1 H 0.339
2 H 0.377
3 C 0.266
4 O -0.542

Which of them is least stable? Easy: version a.

Version a
Molecular formula: C8H15N2
Method: DFT, ωB97M-V with the def2-TZVPD basis set

Output
Gap between HOMO and LUMO (eV): 9.6
Total charge: +1
E_LUMO (eV): -3.183
SMILES: C=C1[NH+]=C(C)N(C)C1(C)C

The geometry in XYZ format:
```
25
C8H15N2 | the OMol25 dataset | ωB97M-V with the def2-TZVPD basis set
C -2.2482 1.9592 0.2821
C -1.1514 1.2156 0.0630
N 0.6823 -0.2383 0.0138
H -2.3197 3.0056 0.4859
C 1.6260 -1.3539 0.1497
N 0.1211 1.8695 0.1379
H -0.4651 -1.8609 -1.3576
C 2.5378 1.4534 -0.3710
H 2.0586 -1.3857 1.1571
C 1.1355 0.9779 -0.0547
H 3.4459 0.8864 0.1165
H 0.9879 -2.1710 -0.3714
H 0.1353 2.8376 0.2123
H -2.4828 -0.7355 1.2570
H -2.1237 -1.1982 -1.3493
C -0.7871 -0.2991 -0.1032
H -0.9872 -0.7413 2.0539
H 2.6291 1.3569 -1.4189
H 2.7913 2.5135 -0.0264
H 2.4323 -1.3879 -0.6093
C -1.4888 -1.0300 1.1372
C -1.0894 -1.0500 -1.3312
H -0.7402 -0.4143 -2.2532
H -1.4040 -2.0612 1.0455
H -3.2792 1.6085 0.2864
```

Here are the Mulliken charges for atoms 1 to 4, given in e:
1 C -1.225
2 C 0.421
3 N 0.167
4 H 0.289

Version b
Molecular formula: C8H15N2
Method: DFT, ωB97M-V with the def2-TZVPD basis set

Output
Gap between HOMO and LUMO (eV): 10.2
Total charge: +1
E_LUMO (eV): -3.022
SMILES: Cn1cc[nH+]c1C(C)(C)C

The geometry in XYZ format:
```
25
C8H15N2 | the OMol25 dataset | ωB97M-V with the def2-TZVPD basis set
C -1.8067 -1.0672 1.6683
H 0.5808 2.4560 -1.9018
H -0.9126 1.9155 1.1681
H -0.7615 -2.6057 -0.8930
H -0.9777 -3.2558 0.8854
H 2.7418 1.0889 -0.4220
C 0.6270 -0.0409 -1.9406
H 2.1361 0.5781 1.0857
C 2.0083 0.3693 0.0536
C 0.5984 0.7310 -0.6339
H 0.4941 -2.6066 0.3452
C -0.5621 -2.5556 0.2296
H -2.3579 -1.9749 2.1023
H 0.9602 2.7799 -0.3213
H -2.5652 0.7500 2.6959
N -0.9407 -1.2650 0.7368
H 1.3269 0.5710 -2.5113
C -0.4064 0.0883 0.3030
H -0.3434 0.0411 -2.4814
H 2.4703 -0.5970 -0.2084
N -0.9911 0.8856 1.2034
C -1.8689 0.2066 2.0265
H 0.8773 -1.1290 -1.8637
H -0.6301 2.4620 -0.4487
C 0.3032 2.1746 -0.8777
```

Here are the Mulliken charges for atoms 1 to 4, given in e:
1 C 0.168
2 H 0.313
3 H 0.202
4 H 0.263

Version c
Molecular formula: C8H15N2
Method: DFT, ωB97M-V with the def2-TZVPD basis set

Output
Gap between HOMO and LUMO (eV): 8.6
Total charge: +1
E_LUMO (eV): -5.163
SMILES: CC[C@H]1C[C@@H]1CC=[N+]=NC

The geometry in XYZ format:
```
25
C8H15N2 | the OMol25 dataset | ωB97M-V with the def2-TZVPD basis set
C -2.1987 -1.2723 -0.0217
H 4.0959 0.7623 -0.2361
H 2.7299 1.9713 -0.5356
H 3.0216 0.5342 -1.4618
H -0.6355 -1.1399 -1.5579
C -0.7083 2.4259 0.4172
H -0.9736 2.5398 1.5322
N 2.3285 0.1992 0.5385
H -2.8735 -1.0331 -0.8922
C 1.4005 -2.0194 0.5895
C -0.8169 -1.2799 -0.5136
C 0.1246 -2.4191 -0.0404
C -1.2599 -0.1819 0.4438
C -1.5239 1.2098 -0.2160
H -0.4591 -3.1073 0.5420
C 3.0435 0.8686 -0.4835
H -1.2501 1.1272 -1.2739
H 0.4538 -3.1017 -0.9377
H 1.9874 -2.8097 0.9508
H 0.3667 2.4739 0.2606
H -2.6085 1.2963 0.0377
H -2.7297 -2.0361 0.6466
H -0.8488 -0.4316 1.3782
H -1.2822 3.4136 -0.0598
N 2.0132 -0.9344 0.4731
```

Here are the Mulliken charges for atoms 1 to 4, given in e:
1 C -0.933
2 H 0.359
3 H 0.270
4 H 0.407

Which of them is least stable? Easy: version c.